# C3H4ClO2S

A cluster of 2 separate species, C3H4ClO2S in total in a non-equilibrium geometry (ωB97M-V with the def2-TZVPD basis set, the Open Molecules 2025 dataset).

Last columns: bonded neighbours and bond lengths (Å).
Element x y z (Å)
1 C 1.244 -0.228 -0.662  C2 1.543, C3 1.492, H8 1.135, H9 1.095
2 C 1.376 0.129 0.834  C1 1.543, C3 1.432, H10 1.185, H11 1.167
3 C 0.102 0.225 0.185  C1 1.492, C2 1.432, Cl7 1.930
4 O -3.468 0.438 0.319  S6 1.443
5 O -2.814 -1.463 -1.014  S6 1.442
6 S -2.620 -0.724 0.209  O4 1.443, O5 1.442
7 Cl -0.352 2.017 -0.372  C3 1.930
8 H 1.680 0.503 -1.413  C1 1.135
9 H 1.389 -1.279 -0.933  C1 1.095
10 H 1.537 -0.711 1.653  C2 1.185
11 H 1.925 1.094 1.194  C2 1.167

Output
HOMO-LUMO gap (alpha / beta) = 6.66 / 6.66 eV
charge = -1
highest occupied orbital energy (alpha / beta) = -3.025 / -3.024 eV
max |F| = 3.86 eV Å⁻¹

Here are the Mulliken charges for atoms 1 to 5, given in e: atom 1 (C): -0.616, atom 2 (C): -0.450, atom 3 (C): 0.065, atom 4 (O): -0.457, atom 5 (O): -0.472